Below is C3H3F3 in the gas phase in a non-equilibrium geometry, with properties calculated with ωB97M-V/def2-TZVPD.

Properties
* highest occupied orbital energy: -10.3 eV
* frontier orbital gap: 11.24 eV
* molecular weight: 96.05 g mol⁻¹
* energy: -415.65959 Ha
* structure (SMILES): F/C=C(/F)CF
* relative energy (zero: lowest compared OMol25 entry of this formula, charge and spin): 20.4 kcal per mole

Each line ends with the Löwdin charge.
CARTESIAN COORDINATES (ANGSTROEM)
1 H 1.2699 0.4745 0.9707  0.14
2 C -0.9727 -0.8793 0.3513  -0.04
3 C -0.1802 -0.2294 -0.4587  -0.26
4 F -0.3092 -0.5448 -1.7753  0.05
5 F -0.8749 -0.7668 1.7165  0.01
6 F 0.3212 1.9881 0.0132  -0.04
7 C 0.8716 0.7131 -0.0585  -0.13
8 H 1.6709 0.7121 -0.8258  0.13
9 H -1.7966 -1.4676 0.0667  0.12

***

Below is a molecular structure, C2H6N3OS in a non-equilibrium geometry, with properties calculated with ωB97M-V/def2-TZVPD.

Properties
* highest occupied orbital energy (alpha / beta): -10.2 / -13.7 eV
* frontier orbital gap (alpha / beta): 6.99 / 5.66 eV
* molecular weight: 120.16 g mol⁻¹
* energy: -716.96033 Ha
* expectation value of S²: 2.02
* net charge: +1
* relative energy (zero: lowest compared OMol25 entry of this formula, charge and spin): 66.1 kcal per mole
* 2S+1: 3

Each line ends with the Löwdin spin population.
CARTESIAN COORDINATES (ANGSTROEM)
1 N -2.7406 0.2463 0.0029  0.01
2 N 2.9112 -0.3438 0.1250  0.00
3 H -3.4689 -0.2781 -0.4710  0.00
4 N -0.5057 -0.7778 0.4164  0.43
5 C 3.8670 0.3032 -0.1099  0.06
6 H -0.0927 -1.6691 0.6261  0.04
7 O 2.0461 -1.0836 0.4228  0.03
8 S 0.7558 1.2804 -0.8117  0.88
9 C 0.2005 0.0990 -0.0866  0.54
10 H 4.5716 1.0238 -0.4882  0.00
11 H -3.2477 0.4707 0.8852  0.00
12 H -2.6454 1.1359 -0.5305  0.00
13 H -1.6511 -0.4069 0.0195  0.01

***

Below is C7H6FO2PS in the gas phase in a non-equilibrium geometry, with properties calculated with ωB97M-V/def2-TZVPD.

Properties
* highest occupied orbital energy: -9.9 eV
* frontier orbital gap: 9.41 eV
* molecular weight: 204.16 g mol⁻¹
* energy: -1260.12066 Ha
* structure (SMILES): [H]/P=C(/F)S(=O)(=O)c1ccccc1
* relative energy (zero: lowest compared OMol25 entry of this formula, charge and spin): 0.0 kcal per mole

Each line ends with the Löwdin charge.
CARTESIAN COORDINATES (ANGSTROEM)
1 C -1.6252 -0.6223 1.2852  -0.05
2 H -1.8156 -0.9214 2.2096  0.07
3 C -2.1777 -0.1439 -0.9856  -0.08
4 H 0.2789 0.0272 1.9184  0.13
5 P 3.5181 -0.9800 0.7804  0.95
6 H 3.2231 0.1387 1.4258  -0.17
7 S 1.5891 1.0079 -0.4370  0.66
8 C -0.0819 0.5013 -0.1313  -0.31
9 O 1.7727 1.5950 -1.6958  -0.27
10 H -3.5842 -0.9515 0.4917  0.13
11 C -0.4016 -0.0627 1.0748  -0.07
12 H -3.0195 -0.2052 -1.7756  0.14
13 C 2.4350 -0.6174 -0.4023  -0.79
14 O 2.0798 1.7781 0.7291  -0.37
15 C -0.9296 0.4404 -1.2058  -0.05
16 F 2.0129 -1.3392 -1.3771  0.03
17 H -0.7146 0.9347 -2.1528  0.12
18 C -2.5598 -0.5798 0.2484  -0.07

***

Below is a molecular structure, C23H24N6OSeTi, with properties calculated with ωB97M-V/def2-TZVPD.

Properties
* highest occupied orbital energy: -14.4 eV
* frontier orbital gap: 6.71 eV
* molecular weight: 527.31 g mol⁻¹
* energy: -4545.09448 Ha
* net charge: +2
* relative energy (zero: lowest compared OMol25 entry of this formula, charge and spin): 0.0 kcal per mole

Each line ends with the Löwdin charge.
CARTESIAN COORDINATES (ANGSTROEM)
1 C 0.8223 -0.8657 -4.2410  0.00
2 H -4.5744 3.2796 -0.9994  0.13
3 H -1.3662 4.7111 1.7280  0.10
4 H 2.1072 0.8725 1.3651  0.12
5 H -5.9128 1.8494 0.5478  0.13
6 H 2.7910 0.1695 -0.8926  0.12
7 N 0.4765 2.0282 -1.0180  -0.11
8 H 1.3700 -0.4737 -5.0860  0.13
9 C -0.4130 -2.6015 -3.1500  0.05
10 C 1.2761 -0.7175 3.4487  -0.02
11 C -4.2953 0.4874 0.9052  0.03
12 H -2.1916 2.6750 -1.4193  0.12
13 C 1.5805 -2.4536 1.6647  -0.01
14 H 2.7477 -2.2302 -1.5157  0.12
15 N -0.0461 -0.5021 -2.0546  0.01
16 C -0.8307 4.8589 2.6619  0.02
17 C -1.3574 -2.0958 -0.8695  -0.43
18 H 1.0078 0.9434 -3.0859  0.11
19 H 0.8120 -1.5353 3.9965  0.09
20 O -2.1792 -2.9710 -0.8564  0.16
21 H 1.2947 -3.2033 2.3918  0.13
22 C 0.3040 -2.1517 -4.2521  0.02
23 H -1.5236 5.1744 3.4394  0.11
24 C 0.6269 -0.0656 -3.1306  -0.08
25 H -1.8615 -0.8336 2.1077  0.13
26 C 1.9576 -0.1607 1.0661  -0.14
27 H -0.8683 -3.5812 -3.1075  0.14
28 C 2.3982 -1.9135 -0.5415  -0.06
29 C -4.1403 2.4099 -0.5282  -0.01
30 C -2.8269 2.0794 -0.7776  -0.08
31 H 0.4465 -2.7919 -5.1126  0.13
32 Se 1.9851 4.3854 -1.8038  0.85
33 H 1.4185 4.2706 4.2271  0.11
34 H -0.0492 3.8378 5.1457  0.11
35 C 1.5789 -1.1135 2.0335  -0.27
36 Ti -0.2198 0.4752 -0.1540  1.12
37 C 1.0975 3.0034 -1.3480  -0.91
38 H 0.9861 2.5623 4.4715  0.09
39 H -4.8512 -0.1609 1.5683  0.14
40 C 1.9795 -2.8495 0.3949  -0.02
41 H -2.8496 -1.9039 1.1013  0.14
42 C -4.8805 1.6071 0.3328  0.00
43 C -2.9884 0.1874 0.5807  -0.22
44 H 2.2012 -0.4572 3.9675  0.10
45 C -0.2945 2.5450 2.3286  -0.18
46 N -1.0957 -1.2041 0.1687  -0.09
47 N -0.3899 1.5858 1.6738  0.14
48 H -0.0571 5.6118 2.5215  0.11
49 C -2.2203 -1.0129 1.0921  -0.11
50 N -0.1981 3.5916 3.0698  -0.15
51 H 0.6169 0.1485 3.4978  0.05
52 N -2.2685 0.9841 -0.2354  -0.02
53 H 1.9906 -3.9025 0.1441  0.13
54 C 0.5954 3.5637 4.3129  0.02
55 C -0.5537 -1.7485 -2.0816  -0.18
56 C 2.4013 -0.5684 -0.2009  -0.11

***

Below is a molecular structure, C5H12OP in a non-equilibrium geometry, with properties calculated with ωB97M-V/def2-TZVPD.

Properties
* highest occupied orbital energy: -13.7 eV
* frontier orbital gap: 10.60 eV
* molecular weight: 119.12 g mol⁻¹
* energy: -613.98390 Ha
* net charge: +1
* relative energy (zero: lowest compared OMol25 entry of this formula, charge and spin): 32.8 kcal per mole

Each line ends with the Löwdin charge.
CARTESIAN COORDINATES (ANGSTROEM)
1 H 1.6086 -1.3032 2.9548  0.13
2 C 1.2477 0.0427 0.9399  -0.20
3 H -0.4568 -2.2195 -0.1244  0.13
4 H -2.0076 1.4058 -0.7666  0.06
5 C -0.2969 -1.3899 -0.9791  -0.20
6 O -0.4784 -1.2812 2.6971  0.16
7 H 2.1315 -0.4902 0.6589  0.05
8 C 0.4598 1.2514 -1.6891  -0.13
9 P -0.0404 0.1826 -0.2643  0.82
10 C -1.6752 0.9333 0.1515  -0.13
11 H -0.3329 1.6762 -2.1177  0.00
12 H -1.2092 -1.5567 -1.4951  0.06
13 H -1.3680 1.6951 0.8197  0.04
14 C 0.6080 -1.0760 2.5182  -0.11
15 H 1.1349 1.9787 -1.3135  0.05
16 H 0.4542 -1.6258 -1.6722  0.04
17 H -2.2718 0.1830 0.7034  0.08
18 H 0.9789 0.5500 -2.3534  0.07
19 H 1.5137 1.0435 1.3318  0.07

***

Below is 2 unconnected molecules or ions with the total composition C4H2BrFO4 in a non-equilibrium geometry, with properties calculated with ωB97M-V/def2-TZVPD.

Properties
* highest occupied orbital energy (alpha / beta): -0.6 / -0.7 eV
* frontier orbital gap (alpha / beta): 6.11 / 6.12 eV
* molecular weight: 212.96 g mol⁻¹
* energy: -3128.40259 Ha
* net charge: -2
* relative energy (zero: lowest compared OMol25 entry of this formula, charge and spin): 0.0 kcal per mole

Each line ends with the Löwdin charge.
CARTESIAN COORDINATES (ANGSTROEM)
1 O 2.0653 -2.0651 -1.0233  -0.13
2 C -0.9930 0.1961 0.7046  -0.09
3 H 0.5481 0.0285 -1.4397  0.05
4 C 1.1699 0.0922 -0.5160  -0.56
5 C 2.0105 -1.1645 -0.1290  -0.85
6 H -0.6867 0.6388 1.6001  0.07
7 O -2.4664 1.9459 0.1705  -0.12
8 O -2.6455 0.0655 -1.0594  -0.09
9 F -1.2681 -1.1070 0.9177  -0.03
10 O 2.5636 -1.1629 0.9742  -0.11
11 C -2.1181 0.7794 -0.1754  -0.74
12 Br 1.8205 1.7531 -0.0244  0.59

***

Below is 5 unconnected molecules or ions with the total composition C4H16NO6S in a non-equilibrium geometry, with properties calculated with ωB97M-V/def2-TZVPD.

Properties
* highest occupied orbital energy: -5.2 eV
* frontier orbital gap: 8.20 eV
* molecular weight: 206.24 g mol⁻¹
* energy: -1066.47160 Ha
* net charge: -1
* relative energy (zero: lowest compared OMol25 entry of this formula, charge and spin): 37.3 kcal per mole

Each line ends with the Löwdin charge.
CARTESIAN COORDINATES (ANGSTROEM)
1 O 1.3580 1.6839 3.1779  -0.13
2 H -1.3919 0.5445 2.8399  0.00
3 O -1.5782 0.5234 3.8158  -0.11
4 H 0.1996 -1.8069 -1.8544  0.12
5 H -2.4711 0.2061 3.9601  0.01
6 H -1.3990 -1.5870 0.7486  0.06
7 C -0.0107 -1.2531 -0.9384  -0.19
8 H 0.1214 2.3733 0.6127  0.11
9 C -0.9702 -0.1423 -1.2855  -0.52
10 C -0.7353 -2.1250 0.0855  -0.53
11 O -0.3216 0.5078 1.4654  -0.29
12 O 4.1868 1.1435 -1.5344  -0.06
13 H -1.3062 -2.9251 -0.3821  0.06
14 C 0.1043 1.2821 0.4394  -0.40
15 H 0.7832 1.6325 3.9494  0.00
16 H 4.0938 0.5256 -2.2624  0.03
17 H 0.7863 1.1210 2.5728  -0.02
18 S 0.4540 -3.0832 1.1370  0.65
19 H -1.8068 -0.6713 -4.3465  0.02
20 N -0.7304 1.0902 -0.7827  0.09
21 H -1.5357 1.6880 -0.8341  0.13
22 H 1.1515 1.0172 0.1675  0.09
23 O -1.9278 -0.3607 -2.0317  0.00
24 O -1.1667 -0.1277 -4.8197  -0.08
25 H 0.9557 -0.9067 -0.5783  0.09
26 H 3.2957 1.2831 -1.1986  0.02
27 H -0.8593 0.4212 -4.0961  0.01
28 H 0.7206 -2.0545 1.9730  -0.14

***

Below is a molecular structure, C35H52OP4Sc in a non-equilibrium geometry, with properties calculated with ωB97M-V/def2-TZVPD.

Properties
* highest occupied orbital energy: -15.4 eV
* frontier orbital gap: 3.08 eV
* molecular weight: 657.65 g mol⁻¹
* energy: -3565.29894 Ha
* net charge: +3
* relative energy (zero: lowest compared OMol25 entry of this formula, charge and spin): 27.6 kcal per mole

Each line ends with the Löwdin charge.
CARTESIAN COORDINATES (ANGSTROEM)
1 H 1.3877 2.4775 -6.3242  0.12
2 H 5.1954 -0.5575 0.4244  0.15
3 H 0.7535 0.6744 3.3572  0.02
4 C -2.3919 2.3497 2.2130  -0.24
5 H -2.2790 -1.8681 -1.9519  0.04
6 C 1.5309 -2.6142 0.0552  -0.42
7 H -2.1001 5.6296 -0.8543  0.07
8 P -0.6884 1.8293 1.7522  0.72
9 C -0.3028 0.9577 3.3206  -0.26
10 C 3.4903 -3.8167 -0.7219  -0.05
11 H 3.5010 -0.3370 -0.1005  0.10
12 C -4.1402 1.3310 -1.0570  -0.22
13 C 1.8709 -1.4105 2.6147  -0.39
14 H 4.7250 0.4070 3.0180  0.10
15 H 1.1011 -2.8167 4.0801  0.11
16 H -4.7465 -1.1461 0.3607  0.07
17 H -3.8294 1.8821 -1.9505  0.02
18 H 0.3340 3.5361 3.1305  0.07
19 H -3.0662 1.4851 2.2273  0.03
20 C 0.3907 4.4267 -1.4820  -0.25
21 H -0.2530 -6.2521 2.9126  0.12
22 H 3.3204 -2.9275 1.2408  0.11
23 C 0.2869 3.3554 2.0480  -0.26
24 C 0.7097 1.7419 -5.8962  -0.06
25 P 0.5940 -1.6109 1.2803  1.06
26 C 0.1092 0.7817 -6.7147  -0.06
27 H -1.9568 -1.5737 2.7242  0.07
28 H 4.8674 -1.0032 5.0818  0.13
29 H 1.0985 3.8565 -2.0977  0.03
30 C 1.5508 -3.6154 -2.1601  -0.05
31 H 4.1547 1.7430 1.2184  0.10
32 H -0.5218 1.6262 4.1640  0.07
33 H -4.2852 2.0540 -0.2420  0.05
34 C 4.0120 -1.0948 4.4150  -0.04
35 H -2.4280 -5.6694 3.9978  0.12
36 C -1.0805 -0.1214 -4.8016  -0.01
37 H -0.9032 0.0481 3.4230  0.03
38 P -2.8907 0.0547 -0.6061  0.78
39 H -2.9918 3.4046 -2.8423  0.05
40 C 2.8269 -3.1000 0.2806  -0.11
41 C 0.4308 1.7740 -4.5312  -0.05
42 H 0.3299 0.7593 -7.7810  0.12
43 H 1.0132 -4.5342 1.6632  0.11
44 H 0.1289 5.3607 -1.9972  0.07
45 H -2.7980 3.0953 1.5233  0.01
46 H -1.7686 -0.8433 -4.3602  0.09
47 Sc -0.3875 0.8549 -0.7831  0.63
48 C 3.9336 -0.2995 3.2654  -0.08
49 H -0.1344 -2.5476 -1.3380  0.08
50 H 4.5051 -4.1701 -0.5366  0.12
51 C -1.9486 3.7358 -2.8663  -0.22
52 C 1.9052 -2.1328 3.8231  -0.04
53 C -0.4367 0.8146 -3.9738  -0.36
54 C -2.3327 -3.5894 3.4017  -0.05
55 C -3.7764 -0.8013 0.7385  -0.24
56 H -0.1453 4.2333 1.5557  0.02
57 C 2.9835 -1.9900 4.7054  -0.02
58 H 3.0097 -2.5871 5.6161  0.13
59 H -3.1851 4.3478 -0.2627  0.05
60 H 0.8560 4.6557 -0.5150  0.04
61 C 4.5399 0.0685 -0.2022  -0.04
62 C 0.0729 -4.2650 2.1471  -0.08
63 H 4.8105 -0.0513 -1.2676  0.12
64 H -1.2681 -0.8709 -6.8135  0.12
65 H 0.8809 2.5111 -3.8639  0.09
66 C 2.8319 -0.3978 2.4230  -0.19
67 C 4.4852 1.4889 0.2126  0.36
68 H 1.0487 -3.8244 -3.1051  0.12
69 C -1.8570 -4.9054 3.4665  -0.04
70 H -4.0458 -1.7098 -1.7858  0.07
71 C -3.1136 -1.1574 -1.9520  -0.24
72 C 0.8899 -2.8944 -1.1686  -0.11
73 C -0.3940 -2.9435 2.0805  -0.38
74 H -3.2785 -3.3237 3.8769  0.12
75 C 2.8558 -4.0784 -1.9393  -0.04
76 C -0.7886 -0.1384 -6.1654  -0.05
77 H 1.3108 3.2154 1.6755  0.03
78 H 2.7166 0.3155 1.6084  0.05
79 H 4.8612 2.2526 -0.4626  0.13
80 H -3.9427 -0.1388 1.5930  0.04
81 H -3.2064 -1.6706 1.0742  0.02
82 H 3.3738 -4.6443 -2.7142  0.12
83 C -2.1395 4.6777 -0.3095  -0.24
84 H -1.4335 3.2126 -3.6795  0.04
85 P -1.1348 3.4497 -1.2478  0.78
86 H -3.1567 -0.6698 -2.9315  0.04
87 H -1.7719 4.8487 0.7061  0.03
88 H -1.9206 4.8161 -3.0593  0.07
89 C -0.6448 -5.2374 2.8509  -0.04
90 C -1.5990 -2.6057 2.7346  -0.13
91 O -0.6693 0.7965 -2.6291  -0.32
92 H -5.1009 0.8383 -1.2593  0.08
93 H -2.3506 2.7822 3.2219  0.08